88
Properties=species:S:1:pos:R:3:lowdin_charge:R:1 method="wB97M-V/def2-TZVPD" e_tot_ha=-2560.4000 lumo_ev="0.3 / 0.2" spin_multiplicity=1 total_charge=0 relative_energy_kcal_mol=72.5
Sn 1.84 -1.24 -2.26 1.1182
C 1.10 -1.00 -4.36 -0.3625
C -0.05 -0.86 -3.51 -0.3260
C -1.19 -1.88 -3.58 -0.1967
C -0.73 -3.29 -3.17 -0.1963
C 0.46 -3.26 -2.25 -0.2237
C 1.79 -3.42 -2.68 -0.3631
C 2.29 -3.26 -4.11 -0.2632
C 1.49 -2.30 -5.01 -0.2373
C 0.68 -0.25 2.82 -0.1793
H 1.52 -0.10 -4.82 0.0904
H -0.37 0.15 -3.21 0.0676
H -1.70 -1.95 -4.57 0.1176
H -1.95 -1.54 -2.85 0.0911
H -1.57 -3.72 -2.59 0.1110
H -0.62 -3.99 -4.03 0.1177
H 0.19 -3.47 -1.21 0.0723
H 2.49 -3.84 -1.95 0.0836
H 2.28 -4.24 -4.61 0.1037
H 3.34 -2.92 -4.14 0.1004
H 2.15 -2.04 -5.85 0.1116
H 0.62 -2.80 -5.47 0.1027
H 1.65 -0.08 2.36 0.0447
H 0.76 -0.39 3.91 0.0842
H 0.07 0.61 2.60 0.0214
P -0.76 1.81 -0.43 0.8873
P -0.02 -1.64 1.97 0.9654
C -1.05 0.05 -0.36 -0.3299
C -0.79 -1.05 0.44 -0.3330
C -2.32 2.64 -0.74 -0.3069
C -3.29 2.28 -1.71 -0.0873
C -4.37 3.13 -1.94 -0.0862
C -4.52 4.29 -1.17 -0.0881
C -3.56 4.64 -0.22 -0.0735
C -2.48 3.81 0.02 -0.0704
C 0.28 2.36 -1.79 -0.3058
C 1.68 2.16 -1.68 -0.1430
C 2.51 2.44 -2.77 -0.0971
C 1.98 3.11 -3.89 -0.0901
C 0.65 3.52 -3.90 -0.0852
C -0.21 3.07 -2.89 -0.0720
C -1.12 -2.57 3.09 -0.2895
C -2.35 -1.95 3.36 -0.0810
C -3.15 -2.42 4.40 -0.0755
C -2.79 -3.57 5.10 -0.0780
C -1.63 -4.25 4.76 -0.0801
C -0.80 -3.79 3.73 -0.0670
C 1.32 -2.82 1.60 -0.3016
C 2.65 -2.46 1.86 -0.0831
C 3.70 -3.30 1.53 -0.0873
C 3.47 -4.53 0.91 -0.0768
C 2.14 -4.92 0.71 -0.0850
C 1.07 -4.12 1.13 -0.1260
H -1.85 -0.13 -1.11 0.0451
H -1.44 -1.91 0.15 0.0624
H -3.20 1.35 -2.30 0.1065
H -5.09 2.91 -2.73 0.1028
H -5.39 4.93 -1.31 0.1003
H -3.64 5.57 0.35 0.1067
H -1.71 4.03 0.76 0.0992
H 2.12 1.80 -0.74 0.0945
H 3.56 2.11 -2.70 0.1080
H 2.62 3.29 -4.75 0.1018
H 0.27 4.16 -4.71 0.1088
H -1.28 3.29 -2.95 0.0959
H -2.65 -1.08 2.78 0.1129
H -4.04 -1.88 4.66 0.1032
H -3.44 -3.96 5.89 0.1098
H -1.35 -5.15 5.31 0.1060
H 0.08 -4.37 3.46 0.1007
H 2.88 -1.48 2.33 0.1005
H 4.72 -2.96 1.75 0.1173
H 4.31 -5.17 0.61 0.1122
H 1.94 -5.86 0.20 0.1058
H 0.04 -4.49 1.04 0.1185
C 0.16 2.27 0.91 -0.2119
C 0.51 2.96 1.87 -0.0820
C 0.77 3.86 2.91 -0.2753
C 1.25 5.15 2.60 -0.0632
C 1.26 6.13 3.58 -0.1110
C 0.93 5.80 4.90 -0.1273
C 0.41 4.53 5.20 -0.1133
C 0.37 3.54 4.23 -0.0673
H 1.54 5.38 1.57 0.1088
H 1.53 7.16 3.31 0.0976
H 1.05 6.53 5.71 0.0921
H 0.02 4.33 6.20 0.0945
H -0.03 2.55 4.43 0.0961

***

99
Properties=species:S:1:pos:R:3:lowdin_spin:R:1 method="wB97M-V/def2-TZVPD" e_tot_ha=-5020.8027 lumo_ev="3.5 / 2.1" spin_multiplicity=2 total_charge=-2 relative_energy_kcal_mol=33.6
Cs -0.08 1.55 -0.37 0.0002
C -3.85 2.82 -0.47 0.0024
N -3.47 1.59 0.20 0.0010
C -3.93 0.44 -0.55 0.0126
C -3.21 -0.84 -0.14 0.0066
N -2.04 -1.18 -0.95 0.0222
C -1.16 -2.04 -0.15 0.0035
C -2.38 -1.74 -2.22 0.0757
C -2.66 -3.10 -2.32 -0.0120
C -3.00 -3.70 -3.53 0.0880
C -3.08 -2.92 -4.68 -0.0077
C -2.82 -1.57 -4.60 0.0719
C -2.45 -0.95 -3.39 0.0525
S -2.00 0.71 -3.47 0.6214
C -3.74 1.58 1.60 0.0005
C -4.67 0.68 2.13 0.0002
C -4.94 0.61 3.49 0.0001
C -4.27 1.47 4.35 0.0000
C -3.35 2.36 3.85 0.0001
C -3.03 2.45 2.48 0.0000
S -1.80 3.56 1.96 0.0001
H -4.95 2.86 -0.64 0.0001
H -3.35 2.88 -1.44 0.0035
H -3.54 3.68 0.13 0.0000
H -3.74 0.65 -1.61 0.0147
H -5.03 0.31 -0.47 0.0009
H -3.92 -1.69 -0.13 -0.0002
H -2.86 -0.71 0.88 0.0009
H -1.69 -2.91 0.29 0.0006
H -0.75 -1.45 0.66 0.0011
H -0.34 -2.41 -0.75 -0.0003
H -2.61 -3.71 -1.43 -0.0024
H -3.21 -4.76 -3.56 0.0061
H -3.34 -3.37 -5.63 -0.0025
H -2.86 -0.95 -5.49 0.0012
H -5.20 0.00 1.47 0.0001
H -5.66 -0.12 3.86 0.0000
H -4.46 1.42 5.42 0.0000
H -2.81 3.02 4.52 0.0000
C -0.89 3.88 -4.72 -0.0004
C -0.51 4.25 -3.42 0.0006
N 0.55 3.56 -3.01 0.0007
N 0.87 2.73 -4.02 0.0061
C 0.03 2.90 -5.06 0.0047
B 2.06 1.72 -3.99 0.0029
N 1.53 0.25 -3.92 0.0104
C 1.11 -0.45 -4.99 0.0066
C 0.69 -1.69 -4.56 0.0011
C 0.88 -1.64 -3.17 0.0008
N 1.38 -0.47 -2.79 0.0021
N 3.03 2.04 -2.86 0.0000
C 4.27 2.56 -3.01 0.0000
C 4.79 2.78 -1.75 0.0000
C 3.77 2.36 -0.88 0.0000
N 2.72 1.93 -1.56 0.0000
H -1.71 4.25 -5.31 0.0000
H -0.95 4.99 -2.76 0.0000
H 0.13 2.31 -5.95 0.0001
H 2.64 1.82 -5.05 0.0001
H 1.18 -0.03 -5.98 -0.0001
H 0.29 -2.50 -5.15 0.0000
H 0.72 -2.41 -2.43 0.0000
H 4.68 2.72 -3.99 0.0000
H 5.76 3.18 -1.50 0.0000
H 3.76 2.34 0.20 0.0000
C 0.08 -1.55 6.72 0.0000
C -0.83 -1.69 5.68 0.0000
C -0.47 -1.36 4.38 0.0000
C 0.81 -0.90 4.06 0.0001
C 1.71 -0.77 5.12 0.0000
C 1.36 -1.08 6.43 0.0000
Ge 1.21 -0.46 2.13 0.0006
C 2.92 0.57 2.41 0.0002
C 2.81 1.87 2.90 0.0000
C 3.93 2.68 3.07 0.0000
C 5.19 2.21 2.73 0.0000
C 5.32 0.92 2.22 0.0000
C 4.20 0.12 2.07 0.0000
C 1.96 -2.23 1.54 0.0000
C 2.04 -3.39 2.32 0.0000
C 2.47 -4.60 1.79 0.0000
C 2.86 -4.68 0.46 0.0000
C 2.80 -3.55 -0.34 0.0000
C 2.35 -2.34 0.20 0.0000
H -0.20 -1.78 7.74 0.0000
H -1.84 -2.03 5.90 0.0000
H -1.22 -1.44 3.60 0.0000
H 2.71 -0.40 4.92 0.0000
H 2.09 -0.96 7.23 0.0000
H 1.83 2.27 3.16 0.0000
H 3.81 3.69 3.46 0.0000
H 6.06 2.84 2.84 0.0000
H 6.30 0.55 1.94 0.0000
H 4.32 -0.89 1.67 0.0000
H 1.75 -3.35 3.36 0.0000
H 2.52 -5.48 2.42 0.0000
H 3.20 -5.63 0.04 0.0000
H 3.09 -3.59 -1.38 0.0000
H 2.30 -1.47 -0.45 0.0000